Record 1
9 unconnected molecules or ions with the total composition C20H42Cl16O2, computed with ωB97M-V/def2-TZVPD.

Element x y z (Å)
Cl1 -4.734822 0.576069 1.930418
Cl2 -5.245998 6.250908 -0.913580
Cl3 -1.542574 3.171910 0.606740
Cl4 -1.334593 7.605616 -3.456911
Cl5 -2.710345 7.762850 0.634577
Cl6 1.604126 2.409539 -1.714207
Cl7 -7.495724 3.070134 0.695739
Cl8 0.322174 1.283473 3.505540
Cl9 0.820335 -1.274398 0.423869
Cl10 -2.961407 -3.091178 -5.115130
Cl11 -1.669020 -0.985684 5.063150
Cl12 -3.409241 4.229066 4.659992
Cl13 -7.035723 2.754444 3.889772
Cl14 -2.599672 -0.691231 -1.624413
Cl15 -2.626078 3.523451 7.712068
Cl16 0.729524 5.935987 -1.239433
O1 -8.836571 -2.891482 2.474962
O2 -7.987426 -0.793816 -0.420890
C1 0.865731 0.858936 -1.246634
C2 -4.206215 5.496208 0.331376
C3 -7.817703 -1.739485 0.635505
C4 -2.347938 5.155625 7.030832
C5 -3.743557 2.034849 1.613529
C6 -2.148460 -2.292709 -3.752642
C7 -0.459181 0.017281 5.805758
C8 -2.095888 5.073193 5.534569
C9 -0.424701 5.246830 -2.418974
C10 -0.318594 1.395283 5.202053
C11 -2.353168 1.661939 1.130869
C12 -8.034911 -2.402720 3.513504
C13 -8.113218 1.692590 2.988589
C14 1.642138 0.256226 -0.087591
C15 -1.673434 6.048441 -2.651780
C16 -3.685599 6.477963 1.340314
C17 -8.751304 2.353889 1.791350
C18 -9.087398 -1.951797 1.463210
C19 -3.089111 -1.165845 -3.267809
C20 -6.730423 -0.338230 -0.897848
H1 -3.619077 2.596410 2.535247
H2 -0.141420 1.030438 -0.870080
H3 -9.402711 3.167427 2.105080
H4 -5.847789 -0.950695 -0.699272
H5 -4.859256 4.770951 0.815464
H6 1.647634 0.928957 0.763349
H7 -3.431666 4.956737 -0.210348
H8 -2.026771 -2.990492 -2.928067
H9 -7.480013 0.866396 2.662644
H10 -2.181596 6.265950 -1.714325
H11 -0.782302 0.130984 6.842704
H12 -9.854667 -2.321840 0.788439
H13 -0.787337 4.327014 -1.952944
H14 -4.242117 2.625576 0.853421
H15 -3.059240 -0.337828 -3.969951
H16 -9.405113 -0.987990 1.875348
H17 -6.563938 0.617769 -0.388657
H18 -1.312269 1.825723 5.098549
H19 -3.145069 5.813727 7.352058
H20 0.461078 -0.563152 5.792456
H21 -1.172979 4.542512 5.313501
H22 -8.860503 1.306242 3.679806
H23 0.140016 5.010296 -3.313805
H24 0.374495 2.027894 5.743301
H25 -8.604538 -2.130549 4.411832
H26 -2.386139 5.471923 -3.240623
H27 -7.413081 -3.234175 3.866486
H28 -7.548256 -2.703743 0.188434
H29 0.827279 0.189425 -2.099594
H30 -3.085696 6.021473 2.128218
H31 -7.327232 -1.583612 3.356189
H32 -1.394851 5.468695 7.456960
H33 -4.095984 -1.566980 -3.226996
H34 -6.960800 -1.405345 1.228382
H35 -9.325981 1.664925 1.178673
H36 -1.164795 -1.935814 -4.040372
H37 -6.786492 -0.135840 -1.967131
H38 -2.477868 1.077237 0.217920
H39 -4.566451 6.816346 1.897072
H40 -1.796633 1.052930 1.836177
H41 2.634566 -0.072784 -0.376385
H42 -2.003524 6.051968 5.066862

Forces on the atoms, in the same order (eV/Å):
Cl 0.3 0.1 0.0
Cl 0.0 0.2 0.0
Cl 0.4 -0.2 0.4
Cl -0.2 -0.1 0.0
Cl 0.0 0.3 0.0
Cl 0.0 -0.1 0.0
Cl -0.4 -0.2 0.2
Cl 0.0 0.1 0.4
Cl 0.0 0.3 0.0
Cl 0.2 -0.1 -0.2
Cl -0.8 -0.4 -0.7
Cl 0.0 0.1 0.0
Cl 0.1 0.4 0.4
Cl 0.0 0.2 -0.1
Cl -0.1 0.1 0.1
Cl -0.2 0.2 -0.1
O 0.0 0.3 -0.3
O -0.1 -0.8 0.3
C -0.1 -0.3 0.7
C 0.0 -0.6 -0.4
C 0.3 -0.1 -0.7
C 0.9 -0.4 -0.3
C 0.5 0.1 0.3
C -0.6 0.5 0.8
C 0.7 0.3 1.0
C -0.3 0.0 -0.2
C -0.3 -0.7 0.5
C -0.3 -0.6 -1.0
C -1.0 -0.6 -1.1
C 0.6 -0.8 1.8
C 0.2 -0.8 -0.5
C -0.1 -0.6 -0.3
C 0.1 0.4 0.2
C -0.7 -0.3 0.9
C 0.2 0.6 0.0
C 0.7 0.8 -0.6
C 0.6 -0.9 -0.6
C -0.1 1.3 0.1
H -0.5 0.0 0.1
H -0.1 0.3 -0.4
H 0.1 0.1 -0.1
H -0.4 -0.5 0.1
H 0.1 0.0 0.2
H 0.1 0.0 0.0
H 0.0 0.1 0.1
H 0.0 -0.3 -0.2
H -0.1 0.0 0.0
H 0.2 0.2 0.1
H 0.2 0.1 0.0
H -0.2 -0.2 0.2
H 0.3 -0.2 -0.2
H -0.2 0.0 0.1
H 0.0 0.3 0.3
H -0.2 0.0 0.1
H 0.4 0.0 -0.2
H 0.1 0.3 0.2
H -0.2 0.0 -0.2
H 0.1 0.3 0.0
H -0.1 -0.2 0.2
H -0.1 0.1 -0.1
H -0.1 0.1 -0.1
H -0.1 0.0 0.2
H -0.4 0.2 -0.3
H 0.2 0.1 -0.3
H 0.0 0.0 -0.2
H 0.1 -0.1 0.1
H 0.1 0.1 -0.1
H 0.2 -0.4 -0.4
H -0.3 0.1 -0.8
H -0.2 0.3 0.2
H -0.1 0.1 0.2
H -0.2 -0.1 0.4
H 0.1 -0.2 0.1
H -0.1 0.1 -0.2
H -0.2 -0.2 0.0
H 0.2 0.0 0.1
H 0.2 0.8 -0.3
H 0.3 0.5 0.2
H 0.1 0.3 0.1
H -0.1 0.1 0.3

Output
SMILES: COCCOC.ClCCCl.ClCCCl.ClCCCl.ClCCCl.ClCCCl.ClCCCl.ClCCCl.ClCCCl
Calculated total energy in eV: -225875.49680
Energy above the lowest of the compared OMol25 structures with the same formula, charge and spin in kJ/mol: 33.98
Spin multiplicity: 1

Record 2
5 unconnected molecules or ions with the total composition C28H67FNO4P2, computed with ωB97M-V/def2-TZVPD.

Element x y z (Å)
P1 0.334308 1.220006 2.362103
P2 0.476136 1.886720 0.151751
F1 -3.119596 2.397202 0.960418
O1 -0.928071 1.994299 3.046672
O2 1.580433 1.512261 3.109701
O3 0.026619 -0.367165 2.565084
O4 -2.317676 3.534472 -0.732181
N1 0.182246 -2.061805 -0.076680
C1 -2.180772 5.483564 4.437922
C2 1.333505 -4.411145 -2.695242
C3 -1.384868 1.370374 -0.275380
C4 4.355199 1.935340 -5.979337
C5 -2.270921 2.532297 -0.096511
C6 -3.568455 -1.676777 1.409967
C7 -3.519534 4.751865 4.427397
C8 1.550643 1.519215 -4.682154
C9 -1.186319 4.919555 5.449911
C10 2.894982 -6.142862 -3.795028
C11 0.251552 -0.952918 -0.714868
C12 1.180855 0.127671 -0.373490
C13 -0.739776 7.361892 7.345274
C14 3.407046 3.050910 -5.534048
C15 -2.788810 -5.301688 1.634393
C16 -3.142373 -4.411549 2.824281
C17 1.833386 -7.227371 -3.956500
C18 5.263996 1.390025 -4.878717
C19 6.206215 2.436935 -4.291962
C20 2.636679 -5.206969 -2.614688
C21 -4.479423 -3.676599 2.703421
C22 2.245405 -2.445782 -4.040258
C23 1.183050 -3.536688 -3.939687
C24 -1.624539 5.005356 6.913176
C25 -4.608115 -2.791321 1.464957
C26 -3.787768 -6.431510 1.398777
C27 -1.936170 6.416613 7.409289
C28 2.487874 2.680094 -4.371015
H1 2.794835 3.346300 -6.392883
H2 -1.734678 5.410005 3.444268
H3 -2.552733 -2.078890 1.381435
H4 -3.483134 -7.053035 0.555292
H5 5.657342 3.255786 -3.825958
H6 -2.700794 -4.696639 0.728333
H7 -4.029551 4.823765 5.390989
H8 3.870074 -6.617789 -3.655494
H9 2.969868 -5.565686 -4.720877
H10 -2.338126 -3.686832 2.971607
H11 -5.300405 -4.399957 2.712647
H12 2.068311 -7.884817 -4.795487
H13 0.009621 3.180518 0.613268
H14 4.976889 2.312195 -6.799061
H15 -1.750286 0.571430 0.368753
H16 3.986946 3.937044 -5.260646
H17 1.768522 -7.842593 -3.056561
H18 -3.699724 -1.061690 0.519256
H19 6.848434 2.859910 -5.068307
H20 -5.607728 -2.348919 1.453863
H21 5.856059 0.569114 -5.292868
H22 -0.555958 -2.628418 -0.495848
H23 6.848510 1.998832 -3.527026
H24 -2.344122 6.550324 4.623127
H25 -1.798434 -5.729699 1.805766
H26 2.083750 -1.825808 -4.923678
H27 1.837969 0.339035 -1.220830
H28 -4.785763 -6.048781 1.179433
H29 -1.502413 1.108677 -1.326396
H30 -2.284875 6.353377 8.444231
H31 -3.164224 -5.024222 3.731579
H32 0.847175 -6.799789 -4.141311
H33 -2.503888 4.374098 7.069566
H34 1.264727 -3.773201 -1.809882
H35 -0.867838 -0.619689 2.307493
H36 -1.000390 8.350447 7.727839
H37 -4.614149 -3.058088 3.596354
H38 1.890067 3.554006 -4.103809
H39 0.483261 -5.098338 -2.638189
H40 -2.765574 6.839047 6.835634
H41 -4.185172 5.168782 3.670774
H42 2.103248 0.606195 -4.910460
H43 -0.999550 3.871281 5.204180
H44 0.909340 1.754355 -5.535307
H45 -3.651640 -1.025528 2.283368
H46 3.479084 -4.517501 -2.517832
H47 4.661016 0.953736 -4.078589
H48 -0.225660 5.424992 5.324533
H49 0.909569 1.309325 -3.824647
H50 -0.853161 1.882596 4.005714
H51 -0.383063 7.489273 6.322848
H52 2.210847 -1.795732 -3.163367
H53 3.774064 1.109076 -6.398164
H54 2.624421 -5.794827 -1.691707
H55 0.089341 6.978530 7.943687
H56 3.251565 -2.862595 -4.111645
H57 -0.832854 4.577939 7.537151
H58 -3.375581 3.695152 4.194580
H59 1.194345 -4.153503 -4.844178
H60 -3.860928 -7.074286 2.278966
H61 0.197400 -3.064105 -3.909951
H62 1.806485 -0.230563 0.447627
H63 0.678701 2.404324 -1.199652
H64 -0.417736 -0.789739 -1.568592
H65 1.828978 2.267496 0.492292
H66 3.079693 2.441408 -3.483840
H67 -4.537271 -3.401628 0.559837

Forces on the atoms, in the same order (eV/Å):
P 0.8 0.1 0.0
P 0.6 0.6 -0.7
F -0.2 0.0 0.3
O -0.4 -0.3 0.1
O 0.0 -0.1 0.1
O -0.4 0.0 0.4
O -0.1 0.2 -0.1
N -0.2 0.2 -0.1
C 0.0 0.0 0.0
C -0.1 0.0 0.0
C -0.8 0.3 0.3
C 0.0 0.0 0.0
C 0.3 0.0 -0.2
C 0.0 0.0 0.0
C 0.0 0.1 0.0
C 0.0 0.0 0.1
C 0.0 0.0 0.0
C 0.0 0.0 0.0
C -0.2 -0.5 -0.2
C 0.2 -0.2 0.5
C -0.1 0.0 0.0
C 0.0 0.0 0.0
C 0.0 -0.1 0.0
C 0.0 0.0 0.0
C 0.1 0.0 -0.1
C 0.1 0.0 0.0
C 0.0 -0.1 0.0
C 0.0 0.0 0.0
C 0.0 0.0 0.0
C -0.1 0.0 -0.1
C 0.0 0.0 0.1
C 0.0 0.0 0.0
C 0.0 0.0 0.0
C 0.1 0.0 0.0
C 0.1 0.0 0.0
C 0.0 0.0 0.0
H 0.0 0.0 0.0
H 0.0 0.0 0.0
H 0.0 0.0 0.0
H 0.0 0.0 0.0
H 0.0 0.0 0.0
H 0.0 0.0 0.0
H 0.0 0.0 0.0
H 0.0 0.0 0.0
H 0.0 0.0 0.0
H 0.0 0.0 0.0
H 0.0 0.0 0.0
H 0.0 0.0 0.0
H -0.1 -0.1 0.0
H 0.0 0.0 0.0
H 0.1 -0.2 -0.1
H 0.0 0.0 0.0
H 0.0 0.0 0.0
H 0.0 0.0 0.0
H 0.0 0.0 0.0
H 0.0 0.0 0.0
H 0.0 0.0 0.0
H 0.0 -0.1 0.0
H 0.0 0.0 0.0
H 0.0 0.0 0.0
H 0.0 0.0 0.0
H 0.0 0.0 0.0
H -0.1 0.2 -0.1
H 0.0 0.0 0.0
H 0.4 -0.2 0.0
H 0.0 0.0 0.0
H 0.0 0.0 0.0
H 0.0 0.0 0.0
H 0.0 0.0 0.0
H 0.0 0.0 0.0
H 0.1 0.0 -0.2
H 0.0 0.0 0.0
H 0.0 0.0 0.0
H 0.0 0.0 0.0
H 0.0 0.0 0.0
H 0.0 0.0 0.0
H 0.0 0.0 0.0
H 0.0 0.0 0.0
H 0.0 0.0 0.0
H 0.0 0.0 0.0
H 0.0 0.0 0.0
H 0.0 0.0 0.0
H 0.0 0.0 0.0
H 0.0 0.0 0.0
H 0.0 0.0 0.0
H 0.0 0.1 0.0
H 0.0 0.0 0.0
H 0.0 0.0 0.0
H 0.0 0.0 0.0
H 0.0 0.0 0.0
H 0.0 0.0 0.0
H 0.0 0.0 0.0
H 0.0 0.0 0.0
H 0.0 0.0 0.0
H 0.0 0.0 0.0
H 0.0 0.0 0.0
H 0.0 0.0 0.0
H 0.0 0.1 0.1
H -0.3 -0.1 0.0
H 0.1 0.1 -0.1
H 0.0 -0.2 0.1
H 0.0 0.0 0.0
H 0.0 0.0 0.0

Output
Calculated total energy in eV: -61100.71744
Energy above the lowest of the compared OMol25 structures with the same formula, charge and spin in kJ/mol: 0.00
Spin multiplicity: 1
Charge: -1

Record 3
3 unconnected molecules or ions with the total composition C30H46F8NO8PSSi, computed with ωB97M-V/def2-TZVPD.

Element x y z (Å)
S1 -0.088882 1.913675 -2.460402
P1 1.281660 1.471229 -1.135297
Si1 -0.596318 -1.127938 1.797638
F1 -5.914316 3.604912 2.400182
F2 -6.492675 3.855189 5.152797
F3 -5.851423 5.899690 0.628746
F4 -6.760253 5.453516 3.176899
F5 -3.358953 4.885729 2.841592
F6 -4.504487 3.207704 4.569809
F7 -4.235711 4.449196 0.419851
F8 -4.511589 6.719482 3.053728
O1 1.824482 -10.823368 -4.403551
O2 1.248088 -1.475098 -3.397982
O3 0.329542 6.379380 3.551346
O4 1.518862 -8.038140 -3.493418
O5 1.962920 -3.873839 -4.936545
O6 1.060167 -0.932192 1.710655
O7 -2.402013 6.761377 0.909515
O8 2.824541 2.085469 4.284990
N1 2.613866 6.719064 5.005912
C1 0.648410 4.872495 1.028337
C2 -5.337511 4.254222 4.584030
C3 1.915540 2.357433 1.500465
C4 2.964942 4.376753 4.527248
C5 2.396224 -8.457719 -4.526273
C6 1.651836 0.052654 2.550808
C7 1.619836 -2.623724 -5.510029
C8 1.328791 2.651233 0.248934
C9 2.545860 1.007398 1.727238
C10 1.244581 4.591418 2.266290
C11 -0.096223 6.132164 0.662802
C12 1.211165 5.579104 3.375284
C13 -3.709832 6.760549 0.420431
C14 0.871932 -4.532097 -4.312102
C15 1.949918 -2.030201 -2.306991
C16 1.888747 -9.686546 -5.248829
C17 1.893134 3.354034 2.498342
C18 0.529438 -11.077366 -3.889870
C19 -4.558456 5.629722 0.968486
C20 1.980679 -1.461980 -4.610556
C21 -1.549697 5.801015 0.299222
C22 2.337250 5.539487 4.339014
C23 -1.537784 0.155174 0.803461
C24 1.914001 -8.471372 -2.203384
C25 0.731805 3.888286 0.027395
C26 -5.658613 4.691972 3.136351
C27 -1.223486 -1.144969 3.560376
C28 -4.512527 5.497943 2.500875
C29 -0.928670 -2.806782 1.041399
C30 2.574137 3.169146 3.813125
H1 2.892804 6.535146 5.961234
H2 0.408677 6.580685 -0.188720
H3 -1.706882 -0.253843 -0.188252
H4 1.015459 0.232092 -0.545019
H5 2.539078 1.429089 -1.754137
H6 0.637787 -11.757505 -3.046482
H7 0.909062 -9.485168 -5.693482
H8 1.276891 -5.305139 -3.660899
H9 -0.100363 6.865201 1.452552
H10 2.182291 -2.528927 -6.444159
H11 2.743387 0.525937 0.777309
H12 -1.786122 4.816878 0.696471
H13 2.237957 -9.513812 -2.208109
H14 -0.437479 -3.542077 1.678494
H15 2.672460 -1.305378 -1.907529
H16 2.284416 -0.444161 3.276654
H17 -2.520641 0.297370 1.247940
H18 -4.176283 7.695360 0.710159
H19 2.725769 -7.844119 -1.818783
H20 -1.988026 -3.041522 1.060325
H21 0.282186 4.053902 -0.941719
H22 -3.763924 6.680771 -0.666167
H23 1.052186 -8.373954 -1.544782
H24 -0.098167 -11.556211 -4.649389
H25 3.398813 -8.638504 -4.126574
H26 1.732629 -0.528403 -5.124882
H27 -4.927687 5.071196 5.171549
H28 2.583823 -9.925335 -6.059411
H29 -0.537536 -1.608962 4.261616
H30 2.481325 -2.945966 -2.574332
H31 0.553369 -2.594124 -5.753742
H32 -0.521314 -2.911208 0.041130
H33 3.490490 1.109474 2.246679
H34 0.911984 0.633598 3.095741
H35 0.235147 -5.010877 -5.063852
H36 -2.205561 -1.600964 3.619704
H37 -1.676217 5.799956 -0.781001
H38 1.222437 -2.265573 -1.529911
H39 0.041931 -10.163008 -3.545472
H40 0.268523 -3.844448 -3.715665
H41 1.768903 7.283379 5.048862
H42 -1.345955 -0.114879 3.899489
H43 -1.061826 1.128043 0.733183
H44 2.465060 -7.634864 -5.244710
H45 3.057252 -1.460689 -4.408514
H46 3.748955 4.257065 5.258259

Forces on the atoms, in the same order (eV/Å):
S 0.2 0.1 0.1
P -1.5 0.3 -0.9
Si -0.5 -0.6 -0.4
F -0.1 -0.3 -0.2
F -0.2 -0.1 0.1
F -0.1 0.0 -0.1
F -0.3 0.3 0.0
F 0.3 -0.1 0.0
F 0.3 -0.2 0.0
F 0.2 -0.4 -0.1
F -0.1 0.4 0.2
O 0.0 0.1 0.1
O 0.0 -0.1 0.0
O -0.5 0.5 0.0
O 0.0 -0.1 0.0
O 0.0 0.1 0.1
O -0.4 0.3 0.2
O 0.1 0.3 -0.3
O 0.2 -0.8 0.1
N -0.8 -0.3 0.5
C 0.2 -0.4 0.0
C -0.3 0.2 -0.1
C 0.1 0.3 0.0
C 0.3 0.1 0.1
C -0.1 0.2 0.0
C 0.6 0.0 -0.4
C 0.1 -0.1 -0.1
C 0.3 0.5 0.6
C -0.3 0.1 0.3
C -0.2 -0.4 -0.6
C 0.0 -0.1 -0.1
C 0.2 -0.2 -0.1
C 0.1 0.0 0.1
C 0.0 -0.1 0.0
C 0.0 0.0 0.1
C 0.1 -0.2 0.0
C -0.4 0.0 -0.8
C 0.0 -0.1 0.0
C -0.5 0.5 0.1
C -0.1 0.2 0.0
C 0.3 0.0 0.5
C 0.6 0.1 0.2
C 0.1 -0.3 0.3
C 0.0 0.1 0.0
C 0.2 -0.2 0.6
C 0.1 -0.1 0.3
C 0.4 0.7 -0.1
C 0.3 -0.4 -0.1
C 0.4 0.2 0.5
C -0.1 0.4 -0.2
H 0.4 0.1 -0.1
H 0.0 0.1 -0.2
H 0.1 0.2 -0.3
H 0.5 -0.1 0.1
H 0.3 -0.2 0.5
H 0.0 0.0 0.0
H 0.0 0.0 0.0
H 0.0 0.0 -0.1
H 0.0 0.1 0.2
H 0.0 0.0 0.0
H 0.1 -0.1 -0.2
H -0.1 -0.2 -0.1
H 0.0 0.0 0.0
H 0.1 -0.2 0.0
H 0.1 -0.1 0.0
H 0.0 -0.2 0.2
H -0.1 0.1 0.1
H 0.0 0.1 0.1
H 0.0 0.0 0.0
H -0.2 0.0 -0.2
H -0.1 0.1 -0.1
H 0.1 -0.1 -0.2
H 0.0 0.0 0.0
H 0.0 0.0 0.0
H 0.0 0.0 0.0
H 0.0 0.0 0.0
H 0.2 0.1 0.1
H 0.0 0.0 0.0
H 0.0 -0.3 0.1
H 0.0 0.0 0.0
H 0.0 0.0 0.0
H -0.1 0.0 -0.2
H 0.2 0.1 0.0
H -0.2 0.0 0.1
H -0.1 0.0 0.0
H -0.1 -0.2 0.0
H -0.2 0.0 -0.2
H 0.0 0.1 0.0
H 0.0 0.0 0.0
H 0.0 0.0 0.0
H 0.1 0.2 -0.3
H -0.1 0.1 0.1
H 0.0 0.2 -0.1
H 0.0 0.0 0.0
H 0.0 0.0 0.0
H 0.0 0.0 0.2

Output
SMILES: C[Si](C)(C)OCCc1c([PH2]=S)cc(CCOCC(F)(F)C(F)(F)C(F)(F)C(F)F)c2c1C(=O)C=C(N)C2=O.COCCOC.COCCOC
Calculated total energy in eV: -99467.23094
Spin multiplicity: 1

Record 4
2 unconnected molecules or ions with the total composition C2H3NO2, computed with ωB97M-V/def2-TZVPD.

Element x y z (Å)
O1 1.330833 -0.192911 0.262848
O2 2.306107 0.677490 -1.468832
N1 1.607690 0.835747 -0.519786
C1 -1.968548 0.337047 -0.027378
C2 -1.757061 -0.560180 0.747628
H1 -2.052721 1.200342 -0.543212
H2 1.847103 -1.011681 0.114749
H3 -1.313403 -1.285857 1.433984

Forces on the atoms, in the same order (eV/Å):
O 0.0 -1.1 1.0
O -0.3 -0.8 1.1
N 0.1 1.7 -1.4
C 0.5 -2.6 2.2
C 0.7 0.1 0.0
H -0.5 2.0 -1.6
H 0.2 0.2 -0.7
H -0.8 0.5 -0.7

Output
SMILES: O=NO.C#C
Calculated total energy in eV: -7702.28745
Energy above the lowest of the compared OMol25 structures with the same formula, charge and spin in kJ/mol: 536.02
Spin multiplicity: 1

> calculated total energy of number 1 (C20H42Cl16O2)?

-225875.49680 eV